Computed, not measured: 7 unconnected molecules or ions with the total composition C32H39F18N2O19P, with ωB97M-V with the def2-TZVPD basis set.

```
111
Properties=species:S:1:pos:R:3:forces:R:3
O 4.775553 2.923703 2.917980 -0.3921 0.5349 -0.0936
N 3.878630 3.587396 2.643700 0.5467 -0.3771 1.0119
O 3.888577 3.826102 1.162616 -0.8089 -0.7195 -0.6219
C 2.869412 3.101973 0.590692 1.0597 0.0599 -1.1173
O 2.999172 2.655153 -0.523632 -0.4733 0.4813 0.9875
O 1.813386 2.968821 1.396077 0.3582 0.0327 -0.5864
C 0.731035 2.233948 0.810485 -1.1760 -0.2295 0.1981
C 0.947500 0.722433 0.782114 1.2079 -0.1255 0.0624
P 1.405626 0.002266 2.386484 -0.6396 -2.1819 0.7291
O 0.276038 -0.616653 3.078859 -0.9488 0.3900 0.0622
O 2.455721 -1.194480 2.043233 0.2969 1.4692 -0.2584
O 2.211999 0.989726 3.336831 0.6252 0.1528 -0.5538
C -0.519460 2.569641 1.628812 2.0522 -0.2807 -1.0276
C -1.702263 2.638442 0.946883 -0.8722 0.0357 -0.2754
C -2.830962 2.968278 1.667615 0.3041 -0.2332 -0.5767
C -2.627024 3.191661 3.000149 -1.7807 0.5162 1.1070
C -1.410511 3.066174 3.608999 0.1907 -0.0587 0.1002
N -0.322970 2.748344 2.918577 -0.0427 0.0168 0.6199
H 0.556996 2.568196 -0.211037 0.2608 0.1139 -0.0114
H 1.715959 0.443099 0.056376 0.0851 0.2263 0.0427
H 0.043493 0.205782 0.463090 -0.1448 0.1134 0.2024
H 3.036042 -1.342568 2.800065 0.0587 -0.1405 -0.0177
H 1.630610 1.687443 3.683804 -0.1866 0.0630 -0.1009
H -1.751284 2.442132 -0.114882 0.1105 0.0617 -0.0747
H -3.800421 3.074742 1.199873 0.3104 -0.2280 0.2565
H -3.474513 3.479412 3.611789 0.0197 -0.0224 0.0564
H -1.348762 3.231732 4.676065 0.3276 -0.0523 0.0358
C 3.179481 -4.815333 -0.236125 -0.0958 0.0115 -0.5050
C 1.830878 -4.970825 0.431122 0.6691 -0.0337 0.4444
O 0.772525 -4.556864 -0.454620 -0.2983 0.1411 0.0108
C 0.361000 -5.442839 -1.346440 0.4371 -0.0342 0.5372
O 0.775978 -6.553557 -1.487754 -0.1804 -0.1083 -0.2720
C -0.789511 -4.839363 -2.162677 -0.4585 0.3228 -0.5732
F -0.526609 -3.581211 -2.542443 0.1486 0.0162 0.1119
F -1.918451 -4.805380 -1.437813 0.0556 -0.0971 0.1749
F -1.036500 -5.539324 -3.265107 0.1339 -0.2007 0.1109
H 3.311399 -3.796016 -0.600370 0.0316 0.0464 0.1576
H 3.983263 -5.044285 0.457666 -0.1151 -0.0139 0.0422
H 3.266809 -5.477178 -1.098878 0.0043 -0.0917 0.0754
H 1.777260 -4.318481 1.300630 -0.2742 0.1457 -0.1399
H 1.670785 -5.991280 0.777391 -0.1742 -0.0439 -0.2288
C -4.141634 8.384595 -2.785735 -0.2252 -0.2673 0.0110
C -3.443119 8.326755 -1.444332 0.2355 0.4548 -0.4497
O -4.214963 7.570792 -0.491026 -0.0773 -0.0964 0.2745
C -4.086686 6.255009 -0.551470 0.3200 0.4883 -0.3132
O -3.398996 5.646738 -1.315990 -0.0529 -0.3444 0.0968
C -4.927474 5.600509 0.551871 -0.5890 -0.2880 0.4620
F -6.146166 6.136267 0.641967 0.0247 0.0915 -0.1850
F -4.342932 5.743256 1.747747 0.2158 0.0709 -0.0739
F -5.080827 4.289924 0.328518 -0.1529 0.3385 -0.3330
H -5.154117 8.773320 -2.671978 0.0532 0.1136 0.0154
H -3.591961 9.025855 -3.473595 0.0237 0.0162 0.0387
H -4.223659 7.392033 -3.228434 0.1079 0.0084 -0.0175
H -3.349994 9.327415 -1.027572 -0.1476 -0.0870 0.2099
H -2.438457 7.914999 -1.531463 -0.0875 -0.2103 0.0655
C -3.864594 -2.914332 0.557613 -0.3025 -0.1118 0.1915
C -4.296432 -1.812085 -0.383828 0.7133 -0.1259 0.0377
O -5.713618 -1.870408 -0.641429 -0.2779 0.0758 -0.1492
C -6.494079 -1.313434 0.271346 0.6839 -0.0271 -0.0874
O -6.134500 -0.774463 1.274445 -0.3138 0.1152 0.1496
C -7.959963 -1.416629 -0.169220 -0.7821 -0.1963 -0.2660
F -8.261089 -2.630349 -0.641246 0.1889 -0.0865 0.0862
F -8.235453 -0.539471 -1.144977 0.2352 0.1538 0.0411
F -8.796039 -1.164331 0.840803 0.5612 0.1175 -0.0020
H -4.173073 -3.887159 0.173463 0.1018 0.0145 -0.1016
H -2.781905 -2.909223 0.677692 0.0002 0.0277 -0.0329
H -4.321993 -2.795282 1.539822 0.0738 0.1060 0.0130
H -3.810700 -1.936588 -1.349864 -0.2527 -0.0315 -0.1102
H -4.019815 -0.828669 -0.004381 -0.2262 0.0207 0.0983
C -11.720870 -1.341431 1.496026 -0.4123 -0.1266 0.2698
C -12.138075 -0.235706 0.552077 0.6666 -0.1385 0.0519
O -13.555469 -0.275155 0.296936 -0.2442 0.0796 -0.1573
C -14.327597 0.294007 1.211727 0.6491 -0.0485 -0.0947
O -13.955489 0.827092 2.213399 -0.2835 0.1000 0.1513
C -15.796790 0.211759 0.774694 -0.6456 -0.1170 -0.0941
F -16.106838 -1.002368 0.305961 0.1335 -0.0374 0.0133
F -16.048686 1.097743 -0.199164 0.1759 0.0646 -0.0148
F -16.618665 0.476031 1.785835 0.1572 0.0570 0.1103
H -12.044538 -2.311701 1.115950 0.0803 0.0175 -0.0967
H -10.643196 -1.352232 1.615661 -0.2059 0.0077 0.0380
H -12.176805 -1.213031 2.478165 0.0246 0.0938 -0.0088
H -11.655586 -0.368861 -0.414605 -0.2418 -0.0172 -0.1055
H -11.846660 0.744238 0.928422 -0.2172 0.0242 0.0866
C 9.472059 -2.722937 -0.634633 -0.3947 0.1458 0.3802
C 8.827060 -4.064226 -0.905011 0.4316 0.2369 -0.4651
O 8.190672 -4.583569 0.279353 -0.1008 -0.3823 0.3614
C 6.979335 -4.117887 0.541007 0.5029 0.2844 -0.8895
O 6.401317 -3.312786 -0.129173 -0.4983 -0.0393 0.4347
C 6.409292 -4.793247 1.795200 -0.3905 -0.4203 1.1254
F 7.308244 -4.866792 2.781431 0.2354 0.1833 -0.1757
F 6.012353 -6.048817 1.541824 0.1080 0.0070 -0.4148
F 5.345354 -4.149233 2.288491 0.1575 0.2685 -0.3769
H 10.161597 -2.792998 0.206769 0.0941 -0.0634 -0.0906
H 10.014412 -2.380701 -1.508462 -0.0604 -0.0220 -0.0687
H 8.722997 -1.973381 -0.377018 -0.0524 -0.0337 -0.0895
H 9.585356 -4.793922 -1.182325 -0.0734 -0.1453 0.2307
H 8.113919 -4.008443 -1.726329 -0.1756 0.0206 0.1632
C 13.212935 1.879849 -4.010214 0.1136 -0.2883 -0.1535
C 12.657615 1.406527 -2.684220 0.0229 0.6623 -0.0969
O 12.363514 -0.002935 -2.719863 -0.1317 -0.2686 0.1084
C 13.390514 -0.817494 -2.516812 -0.0942 0.6614 0.0218
O 14.519387 -0.489619 -2.311900 0.1687 -0.2932 0.0236
C 12.906116 -2.273042 -2.537115 -0.1079 -0.7918 -0.1678
F 12.064210 -2.506480 -3.552689 -0.0379 0.1998 -0.0196
F 12.252829 -2.570970 -1.402290 0.2861 0.1992 0.0305
F 13.915886 -3.127016 -2.657740 0.1683 0.2029 0.0625
H 12.533824 1.619403 -4.822777 -0.0740 0.0941 0.0418
H 13.354156 2.959933 -3.999977 -0.0282 0.0001 0.0383
H 14.171316 1.407404 -4.225022 0.0395 0.0639 0.0797
H 11.712888 1.904332 -2.475274 -0.1128 -0.2419 0.0023
H 13.334463 1.632661 -1.861267 0.0838 -0.2195 -0.0172
```
Positions in Å, forces in eV/Å.

Computed properties:
- LUMO energy: -0.82 eV
- M: 1128.60 g/mol
- HOMO level: -0.371 Eh
- Orbital gap: 9.3 eV